Record 1
ORCA calculation (ωB97M-V with the def2-TZVPD basis set) on C20H16Cl5N3Pd as an isolated structure.

The energy is -3364.11932 hartree. As for the net charge: +2. The calculation puts the HOMO-LUMO gap (spin up / spin down) at 0.1768 / 0.1768 Eh. For the molar mass, the calculation gives 582.1 u. The calculation puts the max |F| at 0.620 eV/A. The value obtained for the relative energy (zero: lowest compared OMol25 entry of this formula, charge and spin) is 5.9 kcal per mole.

Structure (XYZ):
```
45
C20H16Cl5N3Pd ωB97M-V with the def2-TZVPD basis set
Pd -1.337 0.162 0.440
Cl -1.830 -0.475 3.149
C -2.152 -1.818 2.098
C -1.940 -1.627 0.743
C -2.272 -2.574 -0.209
Cl -2.118 -2.226 -1.877
C -2.804 -3.787 0.235
Cl -3.245 -4.977 -0.898
C -2.983 -4.013 1.611
Cl -3.621 -5.489 2.145
C -2.670 -3.018 2.555
Cl -2.932 -3.251 4.218
C -4.426 2.346 -1.680
C -3.785 1.038 -1.041
C -4.780 0.357 -0.113
C -2.624 1.643 -0.404
H -5.307 1.987 -2.213
H -3.758 2.834 -2.386
H -4.743 3.048 -0.911
H -3.492 0.408 -1.885
H -5.074 1.018 0.704
H -4.371 -0.563 0.309
H -5.679 0.091 -0.666
H -2.778 2.150 0.556
H -1.860 2.075 -1.054
N 8.942 2.393 1.067
C 7.883 2.037 0.806
C 6.558 1.591 0.481
C 5.482 1.966 1.281
C 4.205 1.539 0.969
C 4.004 0.733 -0.144
C 5.069 0.354 -0.946
C 6.347 0.784 -0.633
N 2.673 0.283 -0.474
C 2.308 -0.451 -1.587
C 0.976 -0.672 -1.506
N 0.516 -0.082 -0.347
C 1.569 0.484 0.248
H 5.648 2.594 2.145
H 3.390 1.854 1.605
H 4.937 -0.278 -1.811
H 7.183 0.492 -1.252
H 3.010 -0.752 -2.342
H 0.334 -1.206 -2.179
H 1.544 0.997 1.193
```

***

Record 2
ORCA calculation (ωB97M-V with the def2-TZVPD basis set) on C20H16ClO5PdS4 as an isolated structure at a distorted geometry.

The energy is -3328.75438 hartree. As for the net charge: -1. The calculation puts the HOMO-LUMO gap at 0.2606 Eh. For the molar mass, the calculation gives 606.5 u. The calculation puts the max |F| at 1.688 eV/A. The value obtained for the relative energy (zero: lowest compared OMol25 entry of this formula, charge and spin) is 48.7 kcal per mole.

Structure (XYZ):
```
47
C20H16ClO5PdS4 ωB97M-V with the def2-TZVPD basis set
Pd -0.629 0.361 0.071
O -4.467 -0.034 0.538
S -3.065 0.186 0.356
O -2.321 -1.061 -0.210
O -2.267 0.442 1.620
O -2.708 1.279 -0.572
C 0.183 -1.353 1.005
C 0.758 -0.796 2.228
C 0.036 -0.814 3.419
C 0.602 -0.316 4.582
C 1.892 0.194 4.562
C 2.616 0.222 3.375
C 2.055 -0.278 2.214
H -0.770 -1.864 1.058
H 0.852 -1.545 0.176
H -0.975 -1.200 3.416
H 0.035 -0.324 5.504
H 2.336 0.576 5.473
H 3.611 0.649 3.354
H 2.586 -0.239 1.270
O 1.110 0.170 -0.901
C 1.292 0.719 -2.173
C 2.037 2.054 -2.084
C 2.560 2.603 -0.957
C 3.265 3.816 -1.199
C 3.283 4.155 -2.515
S 2.452 3.002 -3.466
C -0.038 0.798 -2.909
C -0.929 -0.235 -2.954
C -2.139 0.093 -3.614
C -2.140 1.378 -4.063
S -0.691 2.188 -3.675
C 2.242 -0.223 -2.924
C 3.367 -0.804 -2.420
C 4.086 -1.552 -3.392
C 3.497 -1.506 -4.620
S 2.060 -0.581 -4.589
H 2.410 2.165 0.016
H 3.738 4.399 -0.421
H 3.726 5.020 -2.981
H -0.719 -1.205 -2.526
H -2.975 -0.583 -3.708
H -2.936 1.911 -4.557
H 3.667 -0.678 -1.390
H 4.995 -2.098 -3.183
H 3.818 -1.979 -5.534
Cl -0.022 2.336 0.938
```

***

Record 3
ORCA calculation (ωB97M-V with the def2-TZVPD basis set) on C20H16F6N4O5STc as an isolated structure at a distorted geometry.

The energy is -2444.58203 hartree. As for the net charge: +2. Its spin multiplicity is 2. The calculation puts the HOMO-LUMO gap (spin up / spin down) at 0.1267 / 0.1411 Eh. For the molar mass, the calculation gives 636.4 u. The calculation puts the max |F| at 3.095 eV/A. The value obtained for the relative energy (zero: lowest compared OMol25 entry of this formula, charge and spin) is 30.0 kcal per mole.

Structure (XYZ):
```
53
C20H16F6N4O5STc ωB97M-V with the def2-TZVPD basis set
Tc -0.120 -1.596 -0.477
C 3.067 -1.893 -2.493
C 3.016 -1.879 -1.020
N 1.920 -1.699 -0.272
C 2.328 -1.801 1.049
C 3.680 -2.013 1.089
N 4.080 -2.051 -0.221
C 4.698 -2.111 2.208
O 4.235 -2.152 3.423
O 5.855 -2.123 1.894
C 1.257 -1.648 2.074
O 1.510 -1.675 3.257
O 0.108 -1.455 1.516
H 2.076 -1.735 -2.908
H 3.448 -2.854 -2.843
H 3.744 -1.125 -2.867
H 5.048 -2.184 -0.502
H 3.257 -2.078 3.544
S -0.365 5.050 -0.231
C -0.260 3.264 -0.346
C -1.341 2.501 -0.776
C -1.195 1.130 -0.886
N -0.046 0.494 -0.610
C 1.002 1.241 -0.231
C 0.942 2.613 -0.088
C -1.029 5.190 1.451
C -2.393 5.282 1.671
C -2.816 5.447 2.991
N -1.946 5.512 3.962
C -0.658 5.443 3.782
C -0.127 5.280 2.501
H -2.275 2.965 -1.050
H -2.040 0.538 -1.215
H 1.939 0.735 -0.051
H 1.824 3.160 0.206
H -3.114 5.249 0.870
H -3.863 5.527 3.248
H -0.022 5.517 4.654
H 0.941 5.245 2.355
C -2.153 -4.490 -1.742
C -2.402 -2.976 -1.697
O -1.814 -2.345 -0.640
C -1.851 -2.285 -2.975
F -1.952 -2.947 -4.093
F -0.475 -2.084 -2.753
F -2.303 -1.047 -3.135
C -3.941 -2.710 -1.615
F -4.549 -3.095 -2.729
F -4.169 -1.403 -1.449
F -4.469 -3.354 -0.591
H -1.090 -4.696 -1.862
H -2.702 -4.943 -2.566
H -2.493 -4.938 -0.809
```

***

Record 4
ORCA calculation (ωB97M-V with the def2-TZVPD basis set) on C20H16KN4O2S as an isolated structure at a distorted geometry.

The energy is -2139.25666 hartree. As for the net charge: +1. The calculation puts the HOMO-LUMO gap at 0.2631 Eh. For the molar mass, the calculation gives 415.5 u. The calculation puts the max |F| at 1.332 eV/A. The value obtained for the relative energy (zero: lowest compared OMol25 entry of this formula, charge and spin) is 3.1 kcal per mole.

Structure (XYZ):
```
44
C20H16KN4O2S ωB97M-V with the def2-TZVPD basis set
K 0.139 -0.112 -0.464
O -7.486 -2.493 -2.985
C -6.209 -2.867 -2.870
O -5.824 -3.920 -3.295
C -5.272 -1.913 -2.185
C -5.649 -0.675 -1.671
C -4.724 0.138 -1.055
C -3.384 -0.253 -0.931
C -3.015 -1.500 -1.447
C -3.942 -2.313 -2.062
N -2.390 0.512 -0.331
C -2.643 1.652 0.181
C -1.661 2.501 0.829
C -2.084 3.740 1.323
C -1.165 4.572 1.937
C 0.148 4.140 2.046
C 0.473 2.890 1.534
N -0.393 2.089 0.942
H -7.680 -1.626 -2.605
H -6.665 -0.310 -1.734
H -5.068 1.086 -0.672
H -1.987 -1.831 -1.349
H -3.666 -3.276 -2.463
H -3.640 2.099 0.177
H -3.117 4.039 1.223
H -1.468 5.533 2.321
H 0.901 4.752 2.516
H 1.484 2.511 1.603
N 2.056 -0.340 2.774
C 2.893 -0.361 1.722
N 2.511 -0.296 0.487
C 3.587 -0.369 -0.369
C 3.540 -0.328 -1.756
C 4.717 -0.419 -2.473
C 5.943 -0.551 -1.831
C 6.016 -0.591 -0.452
C 4.838 -0.498 0.264
S 4.622 -0.517 1.998
H 1.087 -0.109 2.638
H 2.433 -0.330 3.704
H 2.587 -0.226 -2.264
H 4.683 -0.387 -3.550
H 6.846 -0.623 -2.416
H 6.962 -0.691 0.053
```

***

Record 5
ORCA calculation (ωB97M-V with the def2-TZVPD basis set) on one molecule with the formula C20H16N2O4 at a distorted geometry.

The energy is -1182.20164 hartree. As for the net charge: 0. The calculation puts the HOMO-LUMO gap at 0.2958 Eh. For the molar mass, the calculation gives 348.4 u. The calculation puts the max |F| at 1.272 eV/A. As for the SMILES: C/C(=N\NC(=O)c1cc2ccccc2cc1O)c1ccc2c(c1)OCO2. The value obtained for the relative energy (zero: lowest compared OMol25 entry of this formula, charge and spin) is 50.4 kcal per mole.

Structure (XYZ):
```
42
C20H16N2O4 ωB97M-V with the def2-TZVPD basis set
C 1.317 1.859 -1.247
C 1.787 0.621 -0.550
N 1.041 -0.335 -0.146
N -0.327 -0.276 -0.219
C -1.126 0.701 0.281
O -0.670 1.759 0.717
C -2.582 0.428 0.227
C -3.119 -0.838 0.127
C -4.503 -1.055 0.031
C -5.052 -2.352 -0.071
C -6.401 -2.530 -0.177
C -7.264 -1.420 -0.182
C -6.765 -0.153 -0.079
C -5.374 0.067 0.032
C -4.827 1.351 0.164
C -3.468 1.550 0.283
O -3.016 2.802 0.436
H -2.046 2.752 0.615
H -5.474 2.214 0.194
H -7.425 0.702 -0.080
H -8.329 -1.581 -0.266
H -6.816 -3.524 -0.257
H -4.383 -3.202 -0.067
H -2.487 -1.716 0.149
H -0.725 -1.196 -0.349
C 3.227 0.431 -0.335
C 4.088 1.522 -0.264
C 5.453 1.369 -0.042
C 5.928 0.087 0.097
C 5.071 -1.016 0.032
C 3.726 -0.873 -0.175
H 3.062 -1.718 -0.220
O 5.800 -2.163 0.202
C 7.137 -1.751 0.383
O 7.207 -0.342 0.308
H 7.770 -2.192 -0.404
H 7.498 -2.085 1.368
H 6.113 2.217 0.020
H 3.696 2.522 -0.354
H 0.408 1.639 -1.807
H 2.077 2.229 -1.930
H 1.070 2.632 -0.520
```

***

Record 6
ORCA calculation (ωB97M-V with the def2-TZVPD basis set) on C20H17Cl3IrN4O13S7 as an isolated structure at a distorted geometry.

The energy is -6241.70531 hartree. As for the net charge: -2. Its spin multiplicity is 2. The calculation puts the HOMO-LUMO gap (spin up / spin down) at 0.2120 / 0.2119 Eh. For the molar mass, the calculation gives 1044.4 u. The calculation puts the max |F| at 1.041 eV/A. The value obtained for the relative energy (zero: lowest compared OMol25 entry of this formula, charge and spin) is 45.4 kcal per mole.

Structure (XYZ):
```
65
C20H17Cl3IrN4O13S7 ωB97M-V with the def2-TZVPD basis set
Ir -1.015 0.511 0.134
C -5.086 1.522 0.919
S -3.846 0.253 0.890
O -3.056 0.552 -0.362
O -4.563 -0.992 0.841
O -2.971 0.498 2.029
H -5.658 1.466 -0.004
H -4.601 2.488 1.022
H -5.726 1.322 1.776
N 3.071 0.660 1.055
C 1.774 1.014 1.183
N 0.992 0.271 0.442
C 1.816 -0.642 -0.218
C 1.522 -1.685 -1.092
C 2.580 -2.424 -1.581
C 3.906 -2.155 -1.207
C 4.206 -1.140 -0.321
C 3.136 -0.395 0.162
H 3.823 1.071 1.576
H 1.434 1.785 1.874
H 0.498 -1.909 -1.345
H 2.380 -3.249 -2.253
H 4.705 -2.767 -1.606
H 5.223 -0.940 -0.009
Cl 0.441 2.991 3.675
C -1.515 -3.579 5.447
S 0.238 -3.149 5.336
C 0.210 -1.486 5.915
C 0.076 -0.312 5.254
S -0.371 -0.035 3.578
S 0.315 1.137 6.231
C 0.612 0.346 7.736
S 0.932 1.174 9.138
S 0.558 -1.358 7.624
H -1.572 -4.663 5.349
H -2.061 -3.112 4.630
H -1.916 -3.280 6.414
O -1.052 -1.524 3.297
S -0.667 -2.360 1.946
O 0.772 -2.369 1.893
O -1.302 -1.618 0.840
O -1.320 -3.612 2.198
O -0.646 0.140 -1.878
C -0.074 1.093 -2.512
O 0.273 2.185 -2.091
C 0.199 0.753 -3.970
C 0.973 1.621 -4.725
C 1.230 1.312 -6.049
C 0.740 0.174 -6.659
C -0.027 -0.665 -5.877
C -0.306 -0.406 -4.545
N -0.564 -1.890 -6.502
O -0.321 -2.074 -7.681
O -1.215 -2.640 -5.809
N 2.058 2.227 -6.856
O 2.225 1.952 -8.031
O 2.526 3.202 -6.307
H 1.355 2.522 -4.265
H 0.946 -0.048 -7.693
H -0.901 -1.084 -3.951
Cl 0.289 5.159 0.139
C -1.107 4.721 1.143
Cl -2.145 3.530 0.338
H -1.690 5.622 1.298
H -0.744 4.285 2.075
```

***

Record 7
ORCA calculation (ωB97M-V with the def2-TZVPD basis set) on C20H17Cl3IrN4O13S7 as an isolated structure.

The energy is -6241.77762 hartree. As for the net charge: -2. Its spin multiplicity is 2. The calculation puts the HOMO-LUMO gap (spin up / spin down) at 0.2148 / 0.2067 Eh. For the molar mass, the calculation gives 1044.4 u. The calculation puts the max |F| at 0.173 eV/A. The value obtained for the relative energy (zero: lowest compared OMol25 entry of this formula, charge and spin) is 0.0 kcal per mole.

Structure (XYZ):
```
65
C20H17Cl3IrN4O13S7 ωB97M-V with the def2-TZVPD basis set
Ir -0.942 0.357 -0.146
C -5.303 -0.386 0.944
S -4.093 -0.615 -0.334
O -4.687 -0.147 -1.568
O -3.723 -2.017 -0.313
O -3.015 0.295 0.169
H -6.162 -1.012 0.707
H -5.585 0.665 0.973
H -4.855 -0.679 1.892
N -1.433 -3.642 1.006
C -1.401 -2.299 1.173
N -0.919 -1.690 0.121
C -0.648 -2.683 -0.817
C -0.144 -2.590 -2.109
C 0.036 -3.772 -2.803
C -0.282 -5.015 -2.237
C -0.792 -5.114 -0.956
C -0.971 -3.924 -0.262
H -1.826 -4.283 1.670
H -1.756 -1.810 2.069
H 0.092 -1.621 -2.534
H 0.427 -3.738 -3.813
H -0.126 -5.917 -2.816
H -1.039 -6.072 -0.517
Cl -1.038 2.664 -0.591
C -4.575 3.154 -0.510
S -4.886 3.826 1.147
C -3.245 4.098 1.697
C -2.584 3.268 2.521
S -3.297 1.819 3.189
S -0.965 3.723 2.956
C -0.915 5.195 2.052
S 0.399 6.199 2.048
S -2.366 5.515 1.196
H -5.527 2.775 -0.878
H -3.853 2.346 -0.455
H -4.201 3.934 -1.172
O -2.114 1.420 4.267
S -1.213 0.050 3.882
O -0.294 0.038 4.984
O -0.644 0.324 2.576
O -2.204 -1.014 3.873
O 1.056 0.344 -2.540
C 1.606 0.532 -1.462
O 1.100 0.478 -0.292
C 3.095 0.841 -1.445
C 3.769 1.070 -0.250
C 5.128 1.330 -0.296
C 5.843 1.385 -1.476
C 5.136 1.159 -2.640
C 3.780 0.887 -2.650
N 5.872 1.205 -3.917
O 7.062 1.459 -3.877
O 5.254 0.981 -4.937
N 5.865 1.557 0.965
O 7.057 1.798 0.883
O 5.245 1.483 2.000
H 3.228 1.045 0.687
H 6.900 1.593 -1.485
H 3.238 0.711 -3.568
Cl 2.546 -3.964 0.484
C 2.483 -2.195 0.694
Cl 2.447 -1.717 2.388
H 1.582 -1.827 0.222
H 3.371 -1.781 0.233
```

***

Record 8
ORCA calculation (ωB97M-V with the def2-TZVPD basis set) on C20H17Cl4IrN3O3Si as an isolated structure at a distorted geometry.

The energy is -3396.46303 hartree. As for the net charge: +2. Its spin multiplicity is 2. The calculation puts the HOMO-LUMO gap (spin up / spin down) at 0.1977 / 0.1583 Eh. For the molar mass, the calculation gives 709.5 u. The calculation puts the max |F| at 3.472 eV/A.

Structure (XYZ):
```
49
C20H17Cl4IrN3O3Si ωB97M-V with the def2-TZVPD basis set
Ir -1.367 -1.346 -0.385
Cl -4.927 -2.516 6.188
C -4.185 -1.989 4.736
C -4.353 -0.663 4.307
C -3.800 -0.237 3.126
C -3.096 -1.117 2.282
O -2.695 -0.689 1.107
C -2.870 -2.425 2.765
C -2.102 -3.350 2.003
O -1.687 -3.211 0.837
C -3.416 -2.838 3.991
H -4.919 0.020 4.928
H -3.918 0.786 2.792
H -1.871 -4.295 2.510
H -3.232 -3.845 4.348
Cl -2.429 -4.285 -2.585
Si -1.881 -2.394 -2.353
Cl 0.893 -1.558 -0.023
Cl -1.541 -1.573 -4.152
C 4.461 -0.095 1.891
C 3.981 0.173 0.513
C 4.225 -0.733 -0.548
C 3.754 -0.484 -1.796
C 3.011 0.708 -2.070
N 2.568 0.883 -3.328
C 1.981 2.028 -3.963
O 2.416 2.366 -5.023
N 0.946 2.690 -3.348
C -0.028 2.316 -2.407
C -0.865 3.314 -1.899
C -1.807 2.997 -0.943
C -1.925 1.685 -0.523
N -1.174 0.729 -1.056
C -0.244 1.017 -1.979
C 2.794 1.642 -1.015
C 3.260 1.369 0.229
H 5.142 -0.941 1.928
H 3.605 -0.294 2.544
H 4.960 0.789 2.297
H 4.783 -1.641 -0.360
H 3.928 -1.190 -2.600
H 3.024 0.304 -4.025
H 0.768 3.568 -3.816
H -0.773 4.331 -2.263
H -2.449 3.762 -0.530
H -2.641 1.387 0.233
H 0.301 0.178 -2.382
H 2.294 2.581 -1.210
H 3.103 2.086 1.026
```

***

Copy entry 2 word for word.
ORCA calculation (ωB97M-V with the def2-TZVPD basis set) on C20H16ClO5PdS4 as an isolated structure at a distorted geometry.

The energy is -3328.75438 hartree. As for the net charge: -1. The calculation puts the HOMO-LUMO gap at 0.2606 Eh. For the molar mass, the calculation gives 606.5 u. The calculation puts the max |F| at 1.688 eV/A. The value obtained for the relative energy (zero: lowest compared OMol25 entry of this formula, charge and spin) is 48.7 kcal per mole.

Structure (XYZ):
```
47
C20H16ClO5PdS4 ωB97M-V with the def2-TZVPD basis set
Pd -0.629 0.361 0.071
O -4.467 -0.034 0.538
S -3.065 0.186 0.356
O -2.321 -1.061 -0.210
O -2.267 0.442 1.620
O -2.708 1.279 -0.572
C 0.183 -1.353 1.005
C 0.758 -0.796 2.228
C 0.036 -0.814 3.419
C 0.602 -0.316 4.582
C 1.892 0.194 4.562
C 2.616 0.222 3.375
C 2.055 -0.278 2.214
H -0.770 -1.864 1.058
H 0.852 -1.545 0.176
H -0.975 -1.200 3.416
H 0.035 -0.324 5.504
H 2.336 0.576 5.473
H 3.611 0.649 3.354
H 2.586 -0.239 1.270
O 1.110 0.170 -0.901
C 1.292 0.719 -2.173
C 2.037 2.054 -2.084
C 2.560 2.603 -0.957
C 3.265 3.816 -1.199
C 3.283 4.155 -2.515
S 2.452 3.002 -3.466
C -0.038 0.798 -2.909
C -0.929 -0.235 -2.954
C -2.139 0.093 -3.614
C -2.140 1.378 -4.063
S -0.691 2.188 -3.675
C 2.242 -0.223 -2.924
C 3.367 -0.804 -2.420
C 4.086 -1.552 -3.392
C 3.497 -1.506 -4.620
S 2.060 -0.581 -4.589
H 2.410 2.165 0.016
H 3.738 4.399 -0.421
H 3.726 5.020 -2.981
H -0.719 -1.205 -2.526
H -2.975 -0.583 -3.708
H -2.936 1.911 -4.557
H 3.667 -0.678 -1.390
H 4.995 -2.098 -3.183
H 3.818 -1.979 -5.534
Cl -0.022 2.336 0.938
```

***

Among the records above, which one has the lowest molar mass?
C20H16N2O4

***

Which of these has the lowest molar mass?
C20H16N2O4